ORCA calculation (the ωB97M-V functional and the def2-TZVPD basis) on C36H31N9O5TeZr as an isolated structure in a non-equilibrium geometry.

Each line ends with the Mulliken charge.
CARTESIAN COORDINATES (ANGSTROEM)
Zr 0.35 1.12 -0.38  1.38
O 0.29 2.29 1.30  -0.57
C -0.26 3.51 1.49  -0.53
C -1.03 4.21 0.63  0.63
C -1.63 5.37 1.08  -0.81
C -2.37 6.08 0.14  -0.07
C -2.58 5.68 -1.20  -0.33
C -1.93 4.58 -1.70  -0.78
C -1.10 3.87 -0.83  0.75
O -0.55 2.79 -1.33  -0.46
N -2.69 7.44 0.43  0.91
O -3.53 7.92 -0.32  -0.56
O -2.03 7.95 1.36  -0.54
H -0.06 3.84 2.46  0.66
H -1.48 5.78 2.08  0.56
H -3.16 6.37 -1.82  0.51
H -2.04 4.13 -2.67  0.53
C -4.75 -1.09 -1.92  -0.82
N -3.64 -0.46 -1.11  0.55
C -2.37 -0.24 -1.45  -0.35
N -1.76 0.32 -0.42  0.46
C -2.72 0.43 0.56  -0.80
N -3.90 -0.11 0.20  -0.59
C -5.27 -2.23 -1.11  1.03
C -6.67 -2.44 -1.05  -0.85
C -7.21 -3.32 -0.09  -0.55
C -6.39 -4.19 0.53  -0.76
C -5.05 -4.15 0.27  0.13
C -4.44 -3.07 -0.41  -0.43
C -4.12 -5.14 0.82  0.49
N -4.36 -6.31 1.33  -0.45
N -3.18 -6.97 1.47  -0.46
C -2.24 -6.13 1.08  0.42
O -2.78 -4.95 0.65  -0.23
C -0.81 -6.27 1.01  0.14
C -0.22 -7.54 1.14  -0.79
C 1.17 -7.64 0.77  -0.55
C 1.88 -6.55 0.46  -0.77
C 1.42 -5.27 0.65  0.78
C 2.42 -4.13 0.59  -0.97
N 1.78 -2.79 0.69  0.70
C 1.66 -1.79 -0.19  -0.51
N 1.16 -0.73 0.50  0.58
C 0.92 -1.19 1.74  -0.66
N 1.25 -2.43 1.88  -0.74
C 0.03 -5.13 0.84  -0.21
H -4.37 -1.38 -2.95  0.24
H -5.49 -0.32 -2.17  0.43
H -1.86 -0.40 -2.42  0.43
H -2.58 0.80 1.61  0.44
H -7.35 -1.84 -1.65  0.40
H -8.28 -3.31 0.16  0.41
H -6.82 -4.91 1.22  0.50
H -3.34 -2.95 -0.33  0.50
H -0.74 -8.40 1.53  0.50
H 1.66 -8.59 0.79  0.42
H 2.90 -6.75 0.10  0.35
H 3.16 -4.24 -0.24  0.45
H 2.92 -4.11 1.58  0.29
H 2.17 -1.63 -1.09  0.52
H 0.46 -0.67 2.56  0.60
H -0.35 -4.16 1.09  0.53
C 8.02 4.79 -0.44  -1.26
C 6.67 4.04 -0.47  0.70
C 5.50 4.71 -0.92  -1.06
C 4.25 4.11 -0.84  1.11
C 2.99 4.89 -1.12  -1.10
C 4.14 2.71 -0.64  -0.55
Te 2.66 1.51 -1.88  -0.18
C 5.29 2.11 -0.15  1.20
C 5.11 0.77 0.47  -1.18
C 6.54 2.71 -0.07  -1.14
H 7.88 5.76 0.10  0.35
H 8.24 4.94 -1.47  0.35
H 8.63 4.09 0.13  0.36
H 5.64 5.66 -1.36  0.54
H 2.59 4.63 -2.13  0.35
H 3.08 5.99 -0.99  0.41
H 2.17 4.61 -0.41  0.01
H 6.06 0.35 0.74  0.41
H 4.57 0.00 -0.15  0.12
H 4.45 0.88 1.34  0.25
H 7.43 2.17 0.32  0.24

HOMO level: -12.561 eV
max |F|: 4.0 eV/Å
spin multiplicity: 1
net charge: +2
HOMO-LUMO gap: 4.9 eV